Record 1
The following is a DFT calculation (ωB97M-V/def2-TZVPD) of a structure of composition C7H17InN2OP in a non-equilibrium geometry.

Atoms and positions in Å:
H1 0.91 1.50 -3.95
H2 -0.91 -0.34 -4.04
H3 -0.54 2.39 2.81
C1 0.87 1.61 -2.86
H4 2.69 -0.88 -2.40
N1 -1.00 1.14 4.47
H5 2.20 1.00 0.27
C2 -0.96 -0.24 4.64
O1 -2.76 -1.70 0.61
H6 -1.34 -1.50 -2.75
C3 -1.86 -1.06 0.32
H7 0.12 2.35 -2.57
In1 0.39 0.87 0.46
H8 1.45 -2.14 -2.62
H9 1.85 1.95 -2.48
H10 -0.56 2.26 -0.04
H11 1.73 -0.94 -3.91
C4 1.70 -1.09 -2.83
H12 -1.29 1.84 5.15
H13 1.51 -2.62 0.36
C5 -1.07 -0.46 -2.96
N2 -0.38 0.27 2.55
P1 0.45 0.01 -2.10
C6 -0.56 -0.77 3.46
H14 -1.90 0.20 -2.65
H15 1.46 -2.51 1.09
C7 -0.64 1.39 3.21
H16 -0.35 -1.80 3.18
H17 -1.22 -0.71 5.57

Properties
Gap between HOMO and LUMO: 9.701 eV
Charge: +1

---

Record 2
The following is a DFT calculation (ωB97M-V/def2-TZVPD) of a cluster of 2 separate species, C7H17N2 in total in a non-equilibrium geometry.

Atoms and positions in Å:
H1 1.58 -0.68 2.82
C1 -1.89 0.46 -1.06
H2 1.90 -2.10 0.57
H3 1.65 0.27 1.12
H4 -2.71 0.21 -0.32
C2 0.99 -0.15 1.94
H5 2.06 2.80 -1.85
C3 -0.89 1.52 -0.57
H6 -0.03 -3.21 -1.04
H7 0.62 3.82 -1.26
H8 1.38 2.90 -0.14
H9 -1.61 -0.80 2.13
C4 1.15 2.89 -1.18
C5 0.16 -1.10 1.26
C6 0.09 1.81 -1.38
H10 0.93 -1.27 -0.82
H11 -1.17 2.07 0.34
N1 -1.11 -1.16 1.35
N2 0.00 -3.04 -0.05
H12 0.23 1.27 -2.29
H13 0.56 0.74 2.53
H14 0.51 -3.87 0.25
H15 -1.45 -0.45 -1.33
H16 -1.59 -1.85 0.78
H17 -2.20 0.77 -1.99
C7 0.84 -1.86 0.18

Properties
Gap between HOMO and LUMO (spin up / spin down): 4.100 / 7.168 eV
Energy above the lowest of the compared OMol25 structures with the same formula, charge and spin: 1.107 eV
2S+1: 3
Charge: +1

---

Record 3
The following is a DFT calculation (ωB97M-V/def2-TZVPD) of the ion C7H17N2O with charge +1 in a non-equilibrium geometry.

Atoms and positions in Å:
H1 3.38 -2.03 -0.51
C1 1.42 0.77 -0.46
C2 2.76 0.11 0.10
H2 1.50 0.91 -1.55
C3 2.58 -1.28 -0.57
H3 1.24 -1.98 0.93
H4 -1.06 -1.64 -1.08
H5 2.33 -1.03 -1.62
H6 2.50 -0.03 1.16
O1 -2.47 -0.82 0.95
C4 -2.08 1.50 0.15
H7 3.69 0.64 -0.08
H8 -0.83 -0.08 -1.87
H9 0.09 -0.04 0.95
H10 -2.17 2.72 1.77
H11 -2.98 -0.17 -0.89
N1 -2.07 1.72 1.61
N2 1.22 -1.66 -0.04
H12 -2.91 1.30 2.01
C5 -2.15 -0.02 -0.18
H13 -1.14 1.94 -0.23
C6 0.42 -0.37 -0.05
H14 1.34 1.73 0.07
H15 -1.69 -1.24 1.31
C7 -0.88 -0.56 -0.88
H16 -2.97 1.98 -0.29
H17 0.92 -2.37 -0.71

Properties
Gap between HOMO and LUMO: 9.176 eV
SMILES: NC[C@H](O)C[C@@H]1CCC[NH2+]1
Energy above the lowest of the compared OMol25 structures with the same formula, charge and spin: 1.901 eV
Charge: +1

---

Record 4
The following is a DFT calculation (ωB97M-V/def2-TZVPD) of the ion C7H17N2Si with charge +1 in a non-equilibrium geometry.

Atoms and positions in Å:
H1 -3.75 -0.75 -0.39
H2 2.75 -0.44 2.30
H3 1.11 -1.17 2.39
H4 -3.61 1.11 -0.81
H5 -0.24 -1.34 -1.46
H6 -1.49 0.90 -1.46
C1 -1.17 0.63 1.06
C2 2.21 -1.47 -0.67
H7 1.46 2.56 -0.43
C3 2.09 1.56 -0.61
H8 2.30 1.38 -1.62
C4 -3.07 0.16 -0.36
C5 -2.47 0.65 0.92
C6 1.70 -0.21 2.06
H9 3.02 1.86 -0.29
H10 -1.66 -1.63 -0.30
H11 1.36 0.54 2.72
N1 -2.02 -0.02 -1.35
H12 3.20 -1.23 -1.06
C7 -0.93 -0.89 -0.74
N2 -0.25 -0.01 0.20
H13 -3.07 1.24 1.50
H14 1.69 -2.05 -1.55
H15 -0.74 1.09 1.85
H16 2.52 -2.20 0.07
H17 -2.46 -0.29 -2.23
Si1 1.53 0.02 0.26

Properties
Gap between HOMO and LUMO: 9.380 eV
SMILES: C[Si](C)(C)N1C=CC[NH2+]C1
Energy above the lowest of the compared OMol25 structures with the same formula, charge and spin: 0.000 eV
Charge: +1

---

Record 5
The following is a DFT calculation (ωB97M-V/def2-TZVPD) of a cluster of 2 separate species, C7H17N3 in total in a non-equilibrium geometry.

Atoms and positions in Å:
H1 1.95 -0.67 -0.98
C1 1.01 1.90 -0.35
N1 1.09 -1.33 1.49
H2 -0.69 -1.60 -0.46
H3 -2.89 -1.63 0.94
H4 0.85 -2.14 0.65
C2 -2.13 -2.40 0.83
N2 -0.82 -1.84 0.51
H5 1.61 3.35 -1.66
C3 1.59 -0.07 -1.83
H6 -0.15 0.41 3.03
H7 1.22 -0.74 -2.61
H8 -1.42 0.66 1.80
H9 -1.05 0.14 -2.54
C4 -0.12 -0.99 1.46
H10 2.44 3.36 -0.25
H11 -1.58 -0.62 3.00
C5 -0.87 -0.08 2.38
H12 0.14 2.45 0.05
H13 -2.44 -3.06 0.03
C6 -0.72 0.85 -1.79
N3 2.03 2.76 -0.95
H14 -1.47 1.54 -1.42
H15 -2.06 -2.97 1.76
H16 2.45 0.49 -2.21
H17 1.47 1.36 0.48
C7 0.54 0.88 -1.37

Properties
Gap between HOMO and LUMO: 9.399 eV
SMILES: [H]/N=C(/C)NC.C=C(C)CN
Energy above the lowest of the compared OMol25 structures with the same formula, charge and spin: 2.757 eV
Charge: 0

---

Record 6
The following is a DFT calculation (ωB97M-V/def2-TZVPD) of a cluster of 2 separate species, C7H17N3O in total in a non-equilibrium geometry.

Atoms and positions in Å:
H1 -0.43 3.92 0.81
C1 1.34 1.92 0.32
H2 0.03 -1.20 -2.11
H3 -2.09 -1.91 -3.70
H4 0.49 2.75 3.24
H5 -0.25 -2.30 2.11
H6 0.58 -0.40 -0.33
O1 1.09 0.10 -1.01
C2 -0.45 3.03 1.47
H7 0.98 4.06 2.66
C3 -0.82 -1.83 -1.97
H8 -1.99 -3.44 -2.76
C4 0.19 1.83 0.92
H9 2.69 1.42 -1.22
H10 -1.44 -0.97 0.80
H11 0.62 -3.16 0.68
H12 -1.13 -3.39 0.96
H13 -0.60 -3.02 -3.86
C5 -1.40 -2.60 -3.15
H14 -0.57 1.00 0.87
H15 2.01 2.75 0.64
N1 0.15 3.51 2.71
N2 -1.44 -1.87 -0.87
C6 2.08 0.83 -0.46
H16 2.86 0.30 0.18
N3 -0.70 -1.45 0.27
C7 -0.31 -2.66 1.06
H17 -1.51 2.79 1.73

Properties
Gap between HOMO and LUMO: 9.581 eV
SMILES: NC/C=C/CO.C/C=N/NC
Energy above the lowest of the compared OMol25 structures with the same formula, charge and spin: 3.340 eV
Charge: 0

---

Record 7
The following is a DFT calculation (ωB97M-V/def2-TZVPD) of the molecule C7H17NO in a non-equilibrium geometry.

Atoms and positions in Å:
C1 -0.28 1.59 -1.12
H1 -2.81 0.82 0.14
H2 0.61 0.10 2.60
H3 2.66 -1.07 0.97
H4 -1.81 -2.84 0.45
H5 0.33 1.56 1.64
H6 -0.45 2.26 -0.28
H7 -2.55 -0.18 -1.33
H8 0.40 2.09 -1.82
H9 -3.71 -0.68 -0.11
C2 0.26 0.23 -0.70
C3 2.72 -0.88 -0.10
H10 -1.03 0.67 2.33
C4 -0.05 0.56 1.85
H11 2.29 0.69 -1.50
N1 -1.71 -0.94 0.49
C5 1.97 0.37 -0.50
H12 -1.23 1.48 -1.66
O1 -1.58 -2.20 -0.24
H13 3.78 -0.80 -0.36
C6 -0.14 -0.33 0.62
H14 0.38 -1.27 0.82
H15 2.33 -1.76 -0.63
H16 2.21 1.20 0.17
C7 -2.73 -0.21 -0.24
H17 0.13 -0.51 -1.50

Properties
Gap between HOMO and LUMO: 9.398 eV
SMILES: CC[C@H](C)[C@@H](C)N(C)O
Energy above the lowest of the compared OMol25 structures with the same formula, charge and spin: 3.406 eV
Charge: 0

---

Record 8
The following is a DFT calculation (ωB97M-V/def2-TZVPD) of the molecule C7H17NO.

Atoms and positions in Å:
H1 -2.57 -1.74 -0.73
C1 -2.43 0.81 -0.19
O1 -1.36 -0.57 1.41
H2 -2.36 1.63 0.52
H3 -3.38 0.31 -0.03
H4 2.44 0.40 -1.70
C2 1.25 -0.54 -0.14
H5 1.67 -0.26 1.83
C3 -1.29 -0.19 0.05
H6 2.95 0.83 -0.07
C4 -1.54 -1.42 -0.84
H7 3.33 -0.76 -0.71
N1 1.36 -1.02 1.23
H8 -1.35 -1.19 -1.89
H9 0.02 1.47 1.64
C5 0.09 0.46 -0.27
H10 2.05 -1.76 1.29
C6 0.30 1.70 0.61
H11 -0.52 -1.02 1.62
H12 0.06 0.78 -1.32
H13 -0.91 -2.26 -0.54
H14 -2.39 1.19 -1.20
H15 1.01 -1.42 -0.76
H16 -0.32 2.52 0.27
H17 1.33 2.03 0.59
C7 2.57 0.02 -0.69

Properties
Gap between HOMO and LUMO: 10.302 eV
SMILES: C[C@@H](N)[C@H](C)C(C)(C)O
Energy above the lowest of the compared OMol25 structures with the same formula, charge and spin: 0.307 eV
Charge: 0

---

Record 9
The following is a DFT calculation (ωB97M-V/def2-TZVPD) of the molecule C7H17NO in a non-equilibrium geometry.

Atoms and positions in Å:
H1 -2.80 -0.61 -0.24
H2 -0.25 -0.58 -2.00
H3 -2.54 -0.53 1.42
H4 0.14 -0.57 2.30
H5 -0.58 2.17 -1.17
H6 -1.79 1.02 -1.77
H7 3.41 0.57 0.24
C1 -0.05 -0.29 0.15
C2 -0.14 -1.17 -1.09
H8 -2.27 2.30 -0.66
N1 -2.52 -0.03 0.54
H9 2.68 -1.00 -0.10
C3 1.27 0.65 0.08
H10 -1.00 -1.83 -1.02
H11 2.58 -0.31 1.53
C4 2.56 -0.08 0.47
H12 1.14 1.50 0.76
O1 1.45 1.24 -1.19
C5 0.04 -1.18 1.40
H13 0.88 -1.85 1.33
H14 1.67 0.55 -1.82
C6 -1.23 0.70 0.29
C7 -1.47 1.61 -0.91
H15 -1.06 1.31 1.18
H16 -0.86 -1.79 1.49
H17 0.75 -1.79 -1.18

Properties
Gap between HOMO and LUMO: 9.667 eV
SMILES: C[C@@H](N)C(C)(C)[C@@H](C)O
Energy above the lowest of the compared OMol25 structures with the same formula, charge and spin: 0.779 eV
Charge: 0

---

Record 10
The following is a DFT calculation (ωB97M-V/def2-TZVPD) of a structure of composition C7H17NO2 in a non-equilibrium geometry.

Atoms and positions in Å:
H1 -2.16 0.81 1.85
N1 0.12 -0.17 1.00
H2 1.29 -0.75 -1.73
H3 -0.21 -0.36 3.17
C1 -2.31 0.65 0.83
H4 -2.11 1.55 0.32
H5 -1.14 -1.48 -0.04
H6 -3.09 -0.04 0.57
H7 1.31 1.34 -2.68
C2 1.07 1.92 -1.86
H8 -1.02 1.69 -2.46
H9 -0.02 -1.85 -1.64
C3 0.25 -0.86 -2.08
H10 1.88 1.63 -1.11
C4 1.55 -1.72 2.32
H11 0.97 2.95 -2.16
O1 0.95 0.68 0.85
H12 2.31 -0.98 2.28
H13 0.15 -0.85 -3.17
H14 -0.69 2.12 -0.73
H15 1.42 -2.29 3.22
C5 0.12 -0.98 2.26
C6 -0.85 -0.44 0.08
O2 -0.60 0.01 -1.17
H16 -0.56 -1.81 2.17
H17 1.79 -2.28 1.41
C7 -0.42 1.51 -1.53

Properties
Gap between HOMO and LUMO: 9.524 eV
Charge: +2

---

Record 11
The following is a DFT calculation (ωB97M-V/def2-TZVPD) of a structure of composition C7H17NO4Si in a non-equilibrium geometry.

Atoms and positions in Å:
H1 2.81 0.71 1.94
C1 3.35 -1.39 0.04
C2 -2.40 1.06 0.85
C3 -2.60 -2.50 0.12
H2 -2.60 -0.22 -2.46
H3 -2.45 -2.42 -0.94
H4 3.60 -1.64 1.05
H5 2.97 1.70 0.55
O1 -0.66 -0.19 -1.54
H6 -3.65 1.63 2.50
H7 4.18 -0.81 -0.41
H8 -1.23 0.66 -3.38
C4 2.14 -0.43 0.06
H9 -3.68 2.77 1.20
C5 2.28 0.90 1.02
O2 -1.48 -1.84 0.60
H10 1.29 1.32 1.35
H11 -3.48 -2.01 0.26
H12 3.28 -2.24 -0.57
O3 -1.17 0.72 1.08
C6 -1.72 0.40 -2.35
H13 -2.55 -3.56 0.28
N1 0.95 -1.14 0.42
H14 -2.14 1.28 -1.94
H15 -2.19 2.61 2.13
C7 -2.97 2.07 1.73
O4 -2.96 0.45 -0.06
H16 2.02 0.04 -1.02
Si1 -0.64 -0.53 0.06
H17 1.10 -1.50 1.34

Properties
Gap between HOMO and LUMO: 9.678 eV
Energy above the lowest of the compared OMol25 structures with the same formula, charge and spin: 0.068 eV
Charge: 0

---

Record 12
The following is a DFT calculation (ωB97M-V/def2-TZVPD) of a structure of composition C7H17O9S2Tl in a non-equilibrium geometry.

Atoms and positions in Å:
H1 3.31 1.72 2.88
C1 -4.26 0.52 -3.47
H2 -4.74 2.60 0.21
H3 4.77 -3.99 1.66
H4 -6.44 4.40 -1.63
H5 -4.07 3.87 -0.84
H6 -6.15 4.79 0.09
O1 0.42 -2.27 -0.30
O2 1.94 -0.04 1.16
O3 2.55 -2.82 -0.77
O4 -3.00 1.09 -1.24
H7 3.00 -3.68 -0.89
H8 -7.01 3.39 -0.25
H9 3.23 0.15 3.67
C2 5.43 -3.26 1.18
C3 -4.91 3.19 -0.69
O5 -5.23 0.04 -1.09
S1 -4.34 0.93 -1.76
H10 -3.57 -0.28 -3.68
H11 4.81 0.82 2.97
Tl1 -0.75 0.31 0.33
O6 0.95 -4.30 -0.30
C4 -6.19 3.99 -0.66
H12 5.86 -1.11 1.35
O7 -4.97 2.36 -1.91
H13 5.24 -1.85 2.80
H14 5.38 -3.34 0.09
H15 -3.96 1.45 -3.96
H16 6.44 -3.58 1.47
C5 5.17 -1.89 1.69
C6 1.32 -3.12 -0.45
C7 3.73 0.72 2.90
O8 3.76 -1.53 1.58
H17 -5.26 0.20 -3.76
S2 3.37 0.01 1.32
O9 4.16 0.52 0.29

Properties
Gap between HOMO and LUMO: 2.111 eV
Energy above the lowest of the compared OMol25 structures with the same formula, charge and spin: 0.000 eV
Charge: +2